--- P ---
Below is a 2-piece molecular cluster, C2H9N2O overall, with properties calculated with ωB97M-V with the def2-TZVPD basis set.

Molecular weight: 77.11 g/mol
HOMO level (alpha / beta): -21.57 / -21.54 eV
2S+1: 2
Net charge: +2

Each atom is followed by the atoms it is bonded to, with distances in Å.
CARTESIAN COORDINATES (ANGSTROEM)
1 N 1.693 -1.998 0.176  H3 1.029, C6 1.391, H14 1.034
2 O 0.748 0.016 -0.443  C6 1.215
3 H 2.640 -2.334 0.399  N1 1.029
4 N -1.211 1.499 0.363  C8 1.502, H9 1.017, H11 1.086, H13 1.031
5 H -2.574 -0.154 -0.123  C8 1.105
6 C 1.571 -0.613 0.194  N1 1.391, O2 1.215, H7 1.109
7 H 2.068 -0.085 1.033  C6 1.109
8 C -2.293 0.859 -0.460  N4 1.502, H5 1.105, H10 1.103, H12 1.080
9 H -1.557 1.670 1.304  N4 1.017
10 H -1.894 0.693 -1.475  C8 1.103
11 H -0.367 0.822 0.459  N4 1.086
12 H -3.240 1.379 -0.490  C8 1.080
13 H -0.848 2.328 -0.130  N4 1.031
14 H 0.969 -2.732 0.254  N1 1.034

Löwdin atomic charge list, values in e, 2 entries: 0.457 0.149

--- Q ---
Below is a 2-piece molecular cluster, C2H9N2O overall, with properties calculated with ωB97M-V with the def2-TZVPD basis set.

Molecular weight: 77.11 g/mol
HOMO level (alpha / beta): -21.77 / -21.75 eV
2S+1: 2
Net charge: +2

Each atom is followed by the atoms it is bonded to, with distances in Å.
CARTESIAN COORDINATES (ANGSTROEM)
1 H -0.238 0.570 2.454  C3 1.098
2 C 1.199 0.479 -1.777  H5 1.054, N6 1.364, O11 1.258
3 C -1.071 -0.126 2.287  H1 1.098, H4 1.099, H9 1.131, N14 1.493
4 H -2.007 0.064 2.830  C3 1.099
5 H 0.572 1.025 -2.424  C2 1.054
6 N 2.120 -0.423 -2.222  C2 1.364, H10 1.045, H12 1.018
7 H -2.161 -0.493 0.565  N14 1.074
8 H -1.662 1.008 0.361  N14 1.081
9 H -0.743 -1.202 2.395  C3 1.131
10 H 2.465 -0.452 -3.208  N6 1.045
11 O 0.755 0.572 -0.604  C2 1.258
12 H 2.572 -1.129 -1.643  N6 1.018
13 H -0.496 0.005 0.157  N14 1.058
14 N -1.307 0.101 0.829  C3 1.493, H7 1.074, H8 1.081, H13 1.058

Löwdin atomic charge list, values in e, 2 entries: 0.108 -0.055

The structure with the least stability is Q.

--- P ---
Below is a 2-piece molecular cluster, C4H10O overall, with properties calculated with ωB97M-V with the def2-TZVPD basis set.

Molecular weight: 74.12 g/mol
HOMO level: -9.67 eV
SMILES: CC(C)=O.C

Each atom is followed by the atoms it is bonded to, with distances in Å.
CARTESIAN COORDINATES (ANGSTROEM)
1 H 0.824 0.689 2.158  C2 1.103
2 C 0.373 -0.099 1.531  H1 1.103, H4 1.103, C7 1.511, H15 1.103
3 H -0.440 -1.664 -0.121  C10 1.100
4 H 1.181 -0.633 1.003  C2 1.103
5 H -0.785 1.894 -1.108  C9 1.103
6 H 0.795 1.054 -1.026  C9 1.103
7 C -0.589 0.509 0.537  C2 1.511, O8 1.220, C9 1.511
8 O -1.770 0.203 0.513  C7 1.220
9 C -0.005 1.518 -0.425  H5 1.103, H6 1.103, C7 1.511, H11 1.103
10 C -0.058 -1.339 -1.100  H3 1.100, H12 1.100, H13 1.100, H14 1.100
11 H 0.420 2.372 0.128  C9 1.103
12 H 0.973 -0.972 -0.988  C10 1.100
13 H -0.072 -2.187 -1.799  C10 1.100
14 H -0.694 -0.531 -1.491  C10 1.100
15 H -0.151 -0.813 2.187  C2 1.103

Löwdin atomic charge list, values in e, 2 entries: 0.090 -0.044

--- Q ---
Below is a 2-piece molecular cluster, C4H10O overall, with properties calculated with ωB97M-V with the def2-TZVPD basis set.

Molecular weight: 74.12 g/mol
HOMO level: -9.41 eV
SMILES: C=CCC.O

Each atom is followed by the atoms it is bonded to, with distances in Å.
CARTESIAN COORDINATES (ANGSTROEM)
1 C -0.107 0.269 -0.607  C5 1.568, H7 1.098, C10 1.487, H12 1.087
2 C 1.158 2.305 0.149  H4 1.082, H8 1.083, C10 1.338
3 H -2.014 -2.695 2.220  O13 0.962
4 H 2.090 1.924 -0.245  C2 1.082
5 C 1.246 -0.335 -1.117  C1 1.568, H6 1.088, H9 1.088, H14 1.085
6 H 1.875 -0.419 -0.233  C5 1.088
7 H -0.480 -0.520 0.059  C1 1.098
8 H 1.188 3.376 0.311  C2 1.083
9 H 1.663 0.368 -1.835  C5 1.088
10 C 0.033 1.586 0.069  C1 1.487, C2 1.338, H15 1.088
11 H -1.644 -3.654 1.071  O13 0.965
12 H -0.812 0.387 -1.426  C1 1.087
13 O -1.985 -2.772 1.261  H3 0.962, H11 0.965
14 H 1.057 -1.343 -1.472  C5 1.085
15 H -0.908 2.043 0.367  C10 1.088

Löwdin atomic charge list, values in e, 2 entries: -0.264 -0.010

--- R ---
Below is C4H10O in the gas phase, with properties calculated with ωB97M-V with the def2-TZVPD basis set.

Molecular weight: 74.12 g/mol
HOMO level: -9.95 eV
SMILES: CC(C)(C)O

Each atom is followed by the atoms it is bonded to, with distances in Å.
CARTESIAN COORDINATES (ANGSTROEM)
1 C 0.532 -0.175 1.387  H2 1.226, C4 1.498, H8 1.240, H9 1.185
2 H -0.180 -0.476 2.339  C1 1.226
3 H 0.741 0.606 -1.887  O10 1.163
4 C -0.014 0.041 0.010  C1 1.498, O10 1.366, C11 1.568, C12 1.529
5 H -0.123 -1.373 -1.737  C11 1.155
6 H -1.014 1.548 0.815  C12 1.245
7 H -0.875 -1.811 -0.073  C11 1.196
8 H 1.053 0.943 1.514  C1 1.240
9 H 1.574 -0.657 1.093  C1 1.185
10 O 0.769 0.861 -0.752  H3 1.163, C4 1.366
11 C 0.112 -1.396 -0.606  C4 1.568, H5 1.155, H7 1.196, H15 1.137
12 C -1.409 0.669 0.026  C4 1.529, H6 1.245, H13 1.110, H14 1.043
13 H -2.337 0.266 0.482  C12 1.110
14 H -1.482 1.048 -0.943  C12 1.043
15 H 1.163 -1.814 -0.490  C11 1.137

Löwdin atomic charge list, values in e, 2 entries: -0.087 0.149

The structure with the least stability is R.

--- P ---
Below is a 2-piece molecular cluster, C4H10O overall, with properties calculated with ωB97M-V with the def2-TZVPD basis set.

Molecular weight: 74.12 g/mol
HOMO level: -9.61 eV
SMILES: C/C=C/C.O

Each atom is followed by the atoms it is bonded to, with distances in Å.
CARTESIAN COORDINATES (ANGSTROEM)
1 C -0.361 0.019 -0.744  H6 1.086, C7 1.328, C12 1.498
2 H -1.500 2.048 -0.540  C12 1.104
3 H -1.503 0.597 1.716  O11 0.968
4 H 1.627 -1.921 0.946  C14 1.086
5 H -0.945 -0.309 2.647  O11 0.973
6 H -1.065 -0.727 -1.104  C1 1.086
7 C 0.819 -0.218 -0.181  C1 1.328, H13 1.088, C14 1.533
8 H 2.465 -1.559 -0.502  C14 1.100
9 H 0.040 2.081 -0.750  C12 1.107
10 H 0.935 -2.155 -0.876  C14 1.093
11 O -1.686 0.321 2.625  H3 0.968, H5 0.973
12 C -0.778 1.416 -1.086  C1 1.498, H2 1.104, H9 1.107, H15 1.093
13 H 1.549 0.547 0.072  C7 1.088
14 C 1.450 -1.612 -0.080  H4 1.086, C7 1.533, H8 1.100, H10 1.093
15 H -1.047 1.472 -2.144  C12 1.093

Löwdin atomic charge list, values in e, 2 entries: -0.199 0.071

--- Q ---
Below is C4H10O in the gas phase, with properties calculated with ωB97M-V with the def2-TZVPD basis set.

Molecular weight: 74.12 g/mol
HOMO level: -10.27 eV
SMILES: CC[C@@H](C)O

Each atom is followed by the atoms it is bonded to, with distances in Å.
CARTESIAN COORDINATES (ANGSTROEM)
1 C -0.797 -0.406 -0.056  H6 1.098, C7 1.526, C8 1.525, H9 1.097
2 H 1.260 2.406 -0.047  C15 1.097
3 H -1.589 -2.425 -0.210  C7 1.095
4 O 1.058 0.084 1.317  C8 1.423, H12 0.965
5 H -0.421 2.251 0.503  C15 1.096
6 H -1.362 -0.173 0.857  C1 1.098
7 C -0.620 -1.915 -0.195  C1 1.526, H3 1.095, H11 1.094, H13 1.097
8 C 0.520 0.357 0.029  C1 1.525, O4 1.423, H14 1.104, C15 1.526
9 H -1.379 -0.017 -0.901  C1 1.097
10 H -0.019 2.046 -1.217  C15 1.096
11 H -0.033 -2.317 0.637  C7 1.094
12 H 1.952 0.446 1.353  O4 0.965
13 H -0.100 -2.162 -1.129  C7 1.097
14 H 1.205 -0.029 -0.746  C8 1.104
15 C 0.324 1.853 -0.194  H2 1.097, H5 1.096, C8 1.526, H10 1.096

Löwdin atomic charge list, values in e, 2 entries: -0.230 0.076

The structure with the least stability is P.

--- P ---
Below is a 2-piece molecular cluster, C4H10O overall, with properties calculated with ωB97M-V with the def2-TZVPD basis set.

Molecular weight: 74.12 g/mol
HOMO level: -7.78 eV

Each atom is followed by the atoms it is bonded to, with distances in Å.
CARTESIAN COORDINATES (ANGSTROEM)
1 H 0.130 -1.549 -0.494  C8 1.098
2 C 0.942 -0.296 -2.051  H4 1.098, C8 1.538, H9 1.097, H15 1.097
3 O -1.930 0.821 2.195  H7 0.965, C12 1.361
4 H 1.483 -1.114 -2.545  C2 1.098
5 H -1.011 0.736 -0.283  C6 1.084
6 C -0.057 0.490 0.167  H5 1.084, C8 1.524, H11 1.107
7 H -1.654 1.400 2.915  O3 0.965
8 C 0.699 -0.612 -0.565  H1 1.098, C2 1.538, C6 1.524, H10 1.100
9 H -0.007 -0.152 -2.582  C2 1.097
10 H 1.668 -0.804 -0.080  C8 1.100
11 H 0.549 1.412 0.263  C6 1.107
12 C -0.958 -0.099 1.947  O3 1.361, H13 1.112, H14 1.081
13 H 0.094 0.168 1.704  C12 1.112
14 H -1.400 -0.980 1.503  C12 1.081
15 H 1.533 0.620 -2.176  C2 1.097

Löwdin atomic charge list, values in e, 2 entries: 0.102 -0.126

--- Q ---
Below is a 2-piece molecular cluster, C4H10O overall, with properties calculated with ωB97M-V with the def2-TZVPD basis set.

Molecular weight: 74.12 g/mol
HOMO level: -8.52 eV
SMILES: C=C(C)O.C

Each atom is followed by the atoms it is bonded to, with distances in Å.
CARTESIAN COORDINATES (ANGSTROEM)
1 H 0.067 -0.227 -1.242  C12 1.305
2 H -0.506 1.946 1.130  C9 1.097
3 H -2.162 -0.086 -1.341  C12 1.130
4 H 1.217 -1.605 -0.265  C8 1.087
5 H 0.782 1.504 2.265  C9 1.090
6 H -0.862 -1.373 0.717  O15 0.969
7 H 1.198 1.992 0.599  C9 1.092
8 C 1.309 -0.556 0.003  H4 1.087, H10 1.075, C11 1.344
9 C 0.474 1.462 1.220  H2 1.097, H5 1.090, H7 1.092, C11 1.490
10 H 2.272 -0.091 -0.110  C8 1.075
11 C 0.407 0.031 0.808  C8 1.344, C9 1.490, O15 1.344
12 C -1.152 -0.513 -1.611  H1 1.305, H3 1.130, H13 1.108, H14 1.081
13 H -1.350 -1.602 -1.558  C12 1.108
14 H -1.066 -0.281 -2.664  C12 1.081
15 O -0.715 -0.570 1.238  H6 0.969, C11 1.344

Löwdin atomic charge list, values in e, 2 entries: 0.089 0.093

--- R ---
Below is C4H10O in the gas phase, with properties calculated with ωB97M-V with the def2-TZVPD basis set.

Molecular weight: 74.12 g/mol
HOMO level: -10.17 eV
SMILES: CC(C)CO

Each atom is followed by the atoms it is bonded to, with distances in Å.
CARTESIAN COORDINATES (ANGSTROEM)
1 H -1.291 1.864 -0.594  C13 1.127
2 H -2.255 -0.780 -0.899  C3 1.199
3 C -1.366 -0.955 -0.113  H2 1.199, H6 1.139, C11 1.609, H15 1.219
4 H 0.393 2.229 -0.094  C13 1.074
5 H 0.093 0.115 -1.362  C11 1.100
6 H -1.189 -2.079 -0.059  C3 1.139
7 H 1.084 -0.731 1.426  C8 1.169
8 C 1.138 -0.599 0.266  H7 1.169, O10 1.443, C11 1.514, H12 1.113
9 H 3.157 -0.340 -0.127  O10 0.993
10 O 2.282 0.113 -0.250  C8 1.443, H9 0.993
11 C -0.116 0.044 -0.285  C3 1.609, H5 1.100, C8 1.514, C13 1.581
12 H 1.193 -1.670 -0.034  C8 1.113
13 C -0.428 1.554 0.062  H1 1.127, H4 1.074, C11 1.581, H14 1.180
14 H -0.786 1.796 1.160  C13 1.180
15 H -1.910 -0.562 0.904  C3 1.219

Löwdin atomic charge list, values in e, 2 entries: 0.079 0.096

The structure with the least stability is P.

--- P ---
Below is C4H10O in the gas phase, with properties calculated with ωB97M-V with the def2-TZVPD basis set.

Molecular weight: 74.12 g/mol
HOMO level: -9.72 eV
SMILES: CCOCC

Each atom is followed by the atoms it is bonded to, with distances in Å.
CARTESIAN COORDINATES (ANGSTROEM)
1 H 0.062 -0.254 -2.179  C12 1.093
2 H 0.284 -1.999 -2.320  C12 1.095
3 H -0.211 1.157 -0.459  C6 1.098
4 C 0.727 -1.238 -0.338  H8 1.095, O10 1.413, C12 1.527, H15 1.103
5 H 1.162 1.241 0.653  C6 1.104
6 C 0.127 0.872 0.547  H3 1.098, H5 1.104, C9 1.515, O10 1.409
7 H -0.408 1.301 2.594  C9 1.093
8 H 0.810 -2.273 0.009  C4 1.095
9 C -0.775 1.507 1.585  C6 1.515, H7 1.093, H11 1.095, H13 1.094
10 O 0.093 -0.528 0.706  C4 1.413, C6 1.409
11 H -0.816 2.592 1.442  C9 1.095
12 C -0.055 -1.203 -1.649  H1 1.093, H2 1.095, C4 1.527, H14 1.097
13 H -1.793 1.114 1.502  C9 1.094
14 H -1.122 -1.359 -1.451  C12 1.097
15 H 1.753 -0.856 -0.480  C4 1.103

Löwdin atomic charge list, values in e, 2 entries: 0.063 0.073

--- Q ---
Below is a 2-piece molecular cluster, C4H10O overall, with properties calculated with ωB97M-V with the def2-TZVPD basis set.

Molecular weight: 74.12 g/mol
HOMO level: -9.10 eV
SMILES: C=CO.CC

Each atom is followed by the atoms it is bonded to, with distances in Å.
CARTESIAN COORDINATES (ANGSTROEM)
1 C 2.526 0.320 -1.272  H2 1.077, H5 1.078, C15 1.316
2 H 2.083 -0.660 -1.344  C1 1.077
3 H -1.493 0.566 1.133  C14 1.093
4 C -2.080 -1.447 0.457  H6 1.097, H8 1.082, H10 1.075, C14 1.532
5 H 3.141 0.638 -2.098  C1 1.078
6 H -3.063 -1.674 0.888  C4 1.097
7 H 1.454 1.326 1.498  O9 0.970
8 H -2.056 -1.941 -0.505  C4 1.082
9 O 1.557 0.645 0.815  H7 0.970, C15 1.375
10 H -1.273 -1.851 1.042  C4 1.075
11 H -1.183 0.243 -0.584  C14 1.093
12 H -2.777 0.597 0.022  C14 1.077
13 H 2.701 2.089 -0.068  C15 1.072
14 C -1.872 0.056 0.244  H3 1.093, C4 1.532, H11 1.093, H12 1.077
15 C 2.334 1.095 -0.226  C1 1.316, O9 1.375, H13 1.072

Löwdin atomic charge list, values in e, 2 entries: 0.003 0.059

The structure with the least stability is Q.

--- P ---
Below is a 2-piece molecular cluster, C4H10O overall, with properties calculated with ωB97M-V with the def2-TZVPD basis set.

Molecular weight: 74.12 g/mol
HOMO level: -9.15 eV
SMILES: C=C(C)C.O

Each atom is followed by the atoms it is bonded to, with distances in Å.
CARTESIAN COORDINATES (ANGSTROEM)
1 H 0.801 1.423 -0.175  C6 1.076
2 H 3.234 -0.858 -0.898  C13 1.094
3 H 0.912 -2.107 -1.994  C14 1.094
4 H 0.707 -2.774 -0.439  C14 1.087
5 H -4.675 3.656 2.297  O7 0.963
6 C 0.336 0.488 -0.437  H1 1.076, H9 1.081, C15 1.332
7 O -4.794 2.701 2.319  H5 0.963, H11 0.962
8 H 2.800 0.486 0.147  C13 1.087
9 H -0.728 0.368 -0.290  C6 1.081
10 H -0.582 -1.699 -1.057  C14 1.087
11 H -4.864 2.450 1.393  O7 0.962
12 H 2.694 -1.131 0.788  C13 1.079
13 C 2.551 -0.542 -0.104  H2 1.094, H8 1.087, H12 1.079, C15 1.499
14 C 0.490 -1.876 -1.012  H3 1.094, H4 1.087, H10 1.087, C15 1.511
15 C 1.118 -0.585 -0.539  C6 1.332, C13 1.499, C14 1.511

Löwdin atomic charge list, values in e, 2 entries: 0.051 0.079

--- Q ---
Below is a 3-piece molecular cluster, C4H10O overall, with properties calculated with ωB97M-V with the def2-TZVPD basis set.

Molecular weight: 74.12 g/mol
HOMO level: -9.89 eV
SMILES: [H][H].CC=O.C=C

Each atom is followed by the atoms it is bonded to, with distances in Å.
CARTESIAN COORDINATES (ANGSTROEM)
1 H 1.555 1.451 0.501  C7 1.088
2 O -1.316 -1.321 0.567  C5 1.209
3 H 1.239 -2.748 0.851  C14 1.097
4 H -1.063 2.130 -0.984  C13 1.087
5 C -0.198 -1.367 0.108  O2 1.209, H9 1.110, C14 1.506
6 H -0.156 1.467 1.209  C7 1.088
7 C 0.491 1.614 0.347  H1 1.088, H6 1.088, C13 1.329
8 H 0.639 2.105 -1.706  C13 1.087
9 H -0.023 -1.201 -0.975  C5 1.110
10 H 1.898 -1.128 0.579  C14 1.094
11 H -2.527 0.308 -1.574  H12 0.746
12 H -2.385 -0.159 -1.009  H11 0.746
13 C 0.001 1.968 -0.837  H4 1.087, C7 1.329, H8 1.087
14 C 1.021 -1.676 0.937  H3 1.097, C5 1.506, H10 1.094, H15 1.093
15 H 0.823 -1.444 1.986  C14 1.093

Löwdin atomic charge list, values in e, 2 entries: 0.051 -0.016

--- R ---
Below is C4H10O in the gas phase, with properties calculated with ωB97M-V with the def2-TZVPD basis set.

Molecular weight: 74.12 g/mol
HOMO level: -10.20 eV
SMILES: CC(C)CO

Each atom is followed by the atoms it is bonded to, with distances in Å.
CARTESIAN COORDINATES (ANGSTROEM)
1 H -1.582 -1.683 1.271  O11 0.964
2 H 1.352 -1.592 -0.531  C7 1.096
3 H 1.428 -0.090 -1.478  C7 1.099
4 H 2.303 -0.214 0.059  C7 1.096
5 H 0.982 1.995 0.730  C9 1.096
6 H -0.790 1.951 0.750  C9 1.097
7 C 1.380 -0.499 -0.459  H2 1.096, H3 1.099, H4 1.096, C8 1.530
8 C 0.149 0.036 0.275  C7 1.530, C9 1.530, C10 1.538, H15 1.101
9 C 0.101 1.565 0.240  H5 1.096, H6 1.097, C8 1.530, H14 1.097
10 C -1.146 -0.595 -0.262  C8 1.538, O11 1.416, H12 1.102, H13 1.095
11 O -1.436 -1.848 0.332  H1 0.964, C10 1.416
12 H -1.985 0.108 -0.132  C10 1.102
13 H -1.058 -0.804 -1.334  C10 1.095
14 H 0.080 1.941 -0.791  C9 1.097
15 H 0.221 -0.270 1.330  C8 1.101

Löwdin atomic charge list, values in e, 2 entries: 0.084 0.080

The structure with the least stability is Q.